# 1
Below is C26H36AlBrF12NO9 as an isolated structure in a non-equilibrium geometry, with properties calculated with ωB97M-V/def2-TZVPD.

Geometry (Å):
O -2.0510 -3.1026 2.3981
C -1.8258 -3.5100 0.9777
C -3.1154 -3.4821 -0.0525
C -2.9637 -3.9353 -1.6262
C -1.4498 -4.3848 -2.1563
C -0.1145 -4.4343 -1.1522
C -0.3280 -3.9955 0.4140
C 0.8658 -4.0198 1.5789
N 2.0539 -4.9025 1.1817
C 2.9273 -4.9329 2.4165
C 4.0547 -6.1217 2.4460
C 4.4666 -6.7296 0.9802
Al 6.0894 -5.6465 0.3158
Br 5.4215 -3.2963 0.4640
H -1.7213 -2.1472 2.5075
H -4.1491 -3.1186 0.4040
H -3.9248 -3.9241 -2.3102
H -1.2794 -4.7301 -3.2847
H 0.9388 -4.7690 -1.5484
H 0.3462 -4.5261 2.5265
H 1.1886 -2.9211 1.8825
H 2.5574 -4.4788 0.3505
H 2.2669 -5.0727 3.4011
H 3.4136 -3.8501 2.5397
H 5.0481 -5.6336 2.8928
H 3.7434 -6.9576 3.2136
H 3.5884 -6.8229 0.2126
H 4.8563 -7.8393 1.1802
H 6.4355 -5.9243 -1.2050
H 7.3034 -5.9868 1.3195
C -5.0607 0.4010 1.4743
C -5.2271 0.0313 0.0109
O -6.5958 0.1713 -0.4033
C -7.0308 1.4537 -0.6105
O -6.3240 2.4493 -0.4602
C -8.4842 1.4691 -1.0772
F -9.2954 0.6980 -0.2976
F -8.6195 0.9988 -2.3498
F -9.0315 2.7174 -1.0729
H -5.7387 -0.1905 2.0979
H -4.0330 0.2308 1.8029
H -5.3067 1.4532 1.6518
H -4.9583 -1.0219 -0.1292
H -4.5662 0.6200 -0.6367
C 1.9415 0.1769 -3.0552
C 0.5264 0.6607 -2.7922
O 0.0427 0.1758 -1.5290
C 0.5348 0.8067 -0.4170
O 1.3428 1.7334 -0.4567
C -0.0764 0.2265 0.8558
F -0.0266 -1.1361 0.8897
F -1.3905 0.5634 0.9938
F 0.5472 0.6557 1.9893
H 1.9909 -0.9149 -2.9908
H 2.2817 0.4922 -4.0442
H 2.6432 0.5684 -2.3112
H -0.1419 0.2613 -3.5635
H 0.4533 1.7539 -2.8391
C -3.0324 6.4757 -3.4001
C -2.4281 5.8177 -4.6280
O -1.0187 5.5989 -4.4541
C -0.6707 4.5523 -3.6418
O -1.4851 3.8233 -3.0773
C 0.8464 4.4024 -3.5633
F 1.4786 5.5812 -3.2968
F 1.3776 3.9406 -4.7311
F 1.2460 3.5319 -2.5935
H -2.5014 7.4031 -3.1625
H -4.0892 6.7003 -3.5609
H -2.9499 5.8308 -2.5190
H -2.5427 6.4852 -5.4897
H -2.9358 4.8788 -4.8797
C 2.6994 1.7629 3.7998
C 4.1539 2.1343 4.0286
O 4.5187 3.2886 3.2546
C 4.0689 4.4932 3.7270
O 3.3912 4.6194 4.7459
C 4.5472 5.6406 2.8410
F 4.3183 5.4129 1.5158
F 5.8874 5.8598 2.9641
F 3.9399 6.8260 3.1310
H 2.5051 1.6168 2.7324
H 2.4436 0.8474 4.3380
H 2.0256 2.5575 4.1368
H 4.7948 1.3109 3.6937
H 4.3712 2.2982 5.0911

Computed properties:
- E_LUMO: 1.6 eV
- Orbital gap: 6.610 eV
- Total charge: -1
- HOMO: -5.04 eV
- Electronic energy: -156706.5417 eV

# 2
Below is CH4N2O in the gas phase in a non-equilibrium geometry, with properties calculated with ωB97M-V/def2-TZVPD.

Geometry (Å):
N 0.3232 -0.9244 0.7322
C -0.3574 -0.0461 -0.0597
N 0.3261 0.7783 -0.9098
O -0.2787 1.3123 -1.8867
H 1.3105 -0.7446 0.8554
H -0.1932 -1.4705 1.4031
H -1.4065 -0.2485 -0.2715
H 0.2760 1.3436 0.1371

Computed properties:
- E_LUMO: 0.6 eV
- Orbital gap: 8.551 eV
- Energy relative to the best compared isomer or geometry (same formula, charge and spin): 124.05 kcal/mol
- HOMO: -8.00 eV
- Electronic energy: -6125.1285 eV
- Structure (SMILES): N/C=[NH+]/[O-]

# 3
Below is C9H9N3 in the gas phase in a non-equilibrium geometry, with properties calculated with ωB97M-V/def2-TZVPD.

Geometry (Å):
C 3.0332 -0.9571 0.3916
N 2.5467 0.2574 -0.0063
C 1.1222 0.4303 -0.0338
C 0.6307 1.7637 -0.1544
C -0.6751 1.9591 -0.1721
C -1.5280 0.8804 -0.0342
N -2.8303 1.1197 0.3647
C -3.5935 0.0583 0.3470
N -3.3161 -1.1796 -0.1633
C -2.0655 -1.4056 -0.2895
C -1.0615 -0.4317 -0.1375
C 0.3549 -0.6725 -0.3127
H 2.8078 -1.9874 -0.0946
H 2.5229 -1.2584 1.3453
H 4.1829 -0.7517 0.5806
H 3.0029 0.6916 -0.8170
H 1.4866 2.4639 -0.3072
H -1.2121 2.8831 -0.3360
H -4.6245 0.1132 0.7262
H -1.4804 -2.3156 -0.5618
H 0.6961 -1.6614 -0.3350

Computed properties:
- E_LUMO: 0.1 eV
- Orbital gap: 8.607 eV
- Energy relative to the best compared isomer or geometry (same formula, charge and spin): 58.63 kcal/mol
- HOMO: -8.46 eV
- Electronic energy: -13947.5053 eV
- Structure (SMILES): CNc1ccc2ncncc2c1